1.
Below is a structure of composition C25H43CuF2N3O5S2 in a non-equilibrium geometry, with properties calculated with ωB97M-V with the def2-TZVPD basis set.

Structure (XYZ):
```
81
Properties=species:S:1:pos:R:3:forces:R:3:mulliken_charge:R:1
C 1.1007 -4.9548 0.6917 0.352 0.093 0.083 -1.2203
C 2.0759 -3.8504 0.2949 0.053 0.066 -0.030 -0.8863
C 1.3713 -2.5908 -0.2459 0.306 -0.080 1.507 2.4589
C 1.7581 -1.4044 0.6151 0.349 -0.735 -0.561 -2.1155
O 1.0249 -0.2519 0.2174 0.085 0.466 0.353 1.7126
C 0.8581 0.7203 1.2523 -0.555 -0.334 1.135 -0.2403
C -0.2984 0.2641 2.1179 -0.341 0.395 0.018 -1.7171
C -1.5594 0.0114 1.2915 -0.442 -0.339 0.238 0.7885
C -2.2779 -1.2331 1.7769 0.249 -0.065 -0.331 -0.9257
O -3.4262 -1.5203 1.0074 -0.002 -0.286 -0.125 -0.5537
C 2.2281 0.9030 1.9351 0.377 -0.349 0.561 -0.9040
O 2.5554 0.7503 3.0928 -0.447 -0.008 -1.727 -0.5691
N 3.0354 1.3671 0.8550 -0.360 -0.085 1.923 -0.1743
C 2.2321 2.4473 0.2469 1.256 1.114 0.041 0.4533
C 2.4394 2.4735 -1.2640 -0.191 -0.898 -0.337 -2.2593
C 2.3017 1.0855 -1.9090 0.141 0.628 -1.060 0.5447
C 0.9862 0.9821 -2.7174 0.549 -0.502 -0.203 -2.3723
S -0.2936 -0.1103 -2.0348 -0.521 -0.179 -0.859 0.1423
C -0.1426 -1.6279 -2.8207 -0.614 1.164 0.049 -0.1048
S 1.3172 -2.0672 -3.4677 0.417 -0.066 -1.127 0.0005
N -1.2492 -2.4204 -2.7517 1.005 -0.568 -0.352 0.4409
C -1.4107 -3.3306 -3.9336 -1.189 -0.033 0.422 -0.3268
C -2.8774 -3.2781 -4.4047 0.490 0.212 -0.053 -1.2785
C -1.2855 -3.1445 -1.4365 -1.399 -0.002 0.150 0.6254
C -2.5290 -3.9873 -1.2531 0.187 0.070 -0.145 -1.8158
C 2.8580 3.7627 0.7974 -0.511 0.184 -0.130 -1.1581
C 2.4798 4.9936 0.0269 -1.784 0.909 -0.981 0.5320
O 1.4156 5.2373 -0.4999 2.133 -0.517 0.953 -0.4337
F 3.4934 5.8746 -0.0365 -0.386 -0.301 0.043 -0.2909
C 0.7414 2.1413 0.6585 0.840 -0.428 -1.122 1.9880
F 0.0390 2.0623 -0.5504 -0.435 0.170 0.247 -0.3657
C 0.1534 3.1773 1.5784 -0.517 -0.014 0.367 -1.6722
C -1.3755 3.1948 1.6667 -0.633 0.272 -0.252 -0.4806
O -2.0892 3.2182 0.6804 0.654 -0.471 0.821 -0.5937
N -1.8498 3.2141 2.9968 -0.006 0.143 -1.168 0.2721
C -1.5591 4.5194 3.6278 0.207 -0.430 0.389 -1.0055
C -3.2661 2.8927 3.0892 -0.317 0.227 0.600 -0.9102
H 1.6045 -5.9104 0.7560 0.056 -0.244 -0.094 0.4395
H 0.7122 -4.7636 1.6857 -0.349 0.111 0.110 0.3489
H 0.2807 -5.0328 -0.0130 -0.148 -0.253 -0.022 0.2722
H 2.6391 -3.5812 1.1844 0.243 0.058 0.117 0.4218
H 2.8155 -4.2163 -0.4074 0.081 -0.099 -0.262 0.4463
H 0.3047 -2.7491 -0.1055 0.665 0.382 -0.028 -0.8303
H 1.6104 -2.4115 -1.2904 -0.017 -0.111 0.367 -0.8845
H 2.8275 -1.2404 0.4822 0.216 0.299 0.207 0.2340
H 1.5782 -1.6840 1.6484 -0.121 0.249 0.279 0.7485
H -0.5099 0.9859 2.9003 0.051 0.154 0.154 0.8749
H -0.0574 -0.6521 2.6471 0.424 -0.177 0.032 0.8193
H -2.2599 0.8381 1.3268 0.014 0.267 -0.015 0.4154
H -1.3368 -0.1687 0.2439 0.105 0.135 -0.015 -1.0404
H -2.5045 -1.1861 2.8410 -0.141 0.077 0.152 0.5184
H -1.5991 -2.0722 1.6210 0.112 -0.300 0.221 0.1383
H -3.7622 -0.7125 0.6184 -0.217 0.253 0.051 0.3681
H 3.9029 1.6631 1.2942 0.227 0.157 -0.477 0.5031
H 3.4126 2.8921 -1.4980 0.346 -0.060 0.214 0.6604
H 1.7229 3.1260 -1.7453 -0.139 0.390 0.186 0.8945
H 2.4007 0.2715 -1.2044 0.026 0.074 0.063 -0.8536
H 3.1221 0.9543 -2.6250 0.173 -0.075 -0.065 0.9878
H 0.4952 1.9464 -2.8209 -0.281 0.079 0.281 1.0412
H 1.1824 0.5830 -3.7551 -0.321 -0.538 0.207 1.0120
H -1.1667 -4.3383 -3.6241 0.413 -0.194 -0.115 0.3468
H -0.7949 -3.0093 -4.7622 0.501 0.035 0.029 0.5595
H -2.9236 -2.8066 -5.3790 -0.128 -0.002 -0.212 0.4027
H -3.3026 -4.2685 -4.4733 -0.181 -0.180 0.007 0.3238
H -3.4588 -2.6624 -3.7325 -0.228 -0.021 0.183 0.3208
H -0.3862 -3.7457 -1.3034 -0.252 -0.108 -0.601 0.7247
H -1.2794 -2.3938 -0.6495 -0.220 0.241 -0.153 -0.9606
H -2.4906 -4.9001 -1.8349 -0.062 -0.186 -0.122 0.3956
H -3.4277 -3.4382 -1.4957 -0.197 0.142 0.002 0.3739
H -2.5808 -4.2522 -0.2039 -0.059 -0.146 0.193 0.5144
H 2.5896 3.9395 1.8357 -0.072 -0.009 0.222 0.4742
H 3.9390 3.6987 0.7906 0.232 -0.156 -0.142 0.6651
H 0.5395 2.9816 2.5748 0.137 0.005 0.202 0.8584
H 0.4579 4.1783 1.3042 0.027 0.093 -0.343 1.0892
H -0.6566 4.9662 3.2290 0.144 0.051 -0.127 0.3807
H -2.3891 5.1992 3.4567 -0.070 0.181 -0.045 0.3771
H -1.4071 4.3789 4.6910 -0.107 0.054 0.223 0.3524
H -3.9035 3.5425 2.4935 0.021 0.067 -0.240 0.3827
H -3.5581 3.0230 4.1253 -0.030 -0.001 0.212 0.4230
H -3.4630 1.8570 2.8478 0.074 -0.202 -0.247 0.2039
Cu 2.1055 1.6498 -4.8651 0.050 0.083 0.077 0.6709
```
Positions in Å, forces in eV/Å.

Its multiplicity is 2. The calculation puts the LUMO energy (spin up / spin down) at -8.9830 / -9.9876 eV. As for the expectation value of S²: 0.772. Its total charge is +2. The HOMO energy (spin up / spin down) is -13.79 / -13.79 eV.

***

2.
Below is the molecule C17H23ClN2O2S, with properties calculated with ωB97M-V with the def2-TZVPD basis set.

Structure (XYZ):
```
46
Properties=species:S:1:pos:R:3:forces:R:3:nbo_charge:R:1
C -3.3777 -3.6026 -1.3131 -0.054 0.390 0.286 -0.7295
S -3.1451 -2.2144 -0.1719 -0.215 -0.004 -0.062 0.1451
C -4.8396 -1.5315 -0.2495 0.287 -0.348 -0.033 -0.4984
C -4.9891 -0.2615 0.5770 0.062 0.016 -0.173 -0.5028
C -4.3541 0.9287 -0.1372 -0.304 -0.206 0.264 0.6886
O -4.9493 1.4420 -1.0697 -0.243 -0.055 -0.253 -0.6447
N -3.1708 1.4086 0.2999 0.220 0.337 0.079 -0.4362
C -2.6273 2.6027 -0.3234 -0.058 0.211 -0.490 -0.2258
C -1.3175 2.2918 -1.0409 0.003 0.095 0.278 -0.4024
C -0.3220 1.6817 -0.0599 -0.132 -0.228 -0.256 -0.4074
C -0.9394 0.4438 0.5881 0.231 0.203 0.337 -0.2421
C -0.0029 -0.1877 1.6243 -0.320 0.156 -0.024 -0.2263
N 1.2412 -0.6224 1.0367 -0.259 -0.242 -0.098 -0.6077
C 2.3994 0.0544 1.2151 0.060 -0.329 -0.119 0.6685
O 2.5205 0.9973 1.9654 0.091 0.242 0.118 -0.6013
C 3.5407 -0.5153 0.4206 0.186 0.159 -0.016 -0.1820
C 4.0017 -1.8011 0.6772 -0.042 0.096 -0.039 -0.1314
C 5.0886 -2.3094 -0.0115 0.042 -0.064 -0.021 -0.2333
C 5.7220 -1.5361 -0.9707 -0.016 -0.042 0.034 -0.1910
C 5.2698 -0.2580 -1.2464 -0.083 0.088 0.036 -0.2276
C 4.1843 0.2477 -0.5484 0.026 -0.223 0.106 -0.0023
Cl 3.6030 1.8326 -0.9102 0.016 0.203 -0.143 0.0250
C -2.2694 0.8176 1.2583 0.267 -0.441 -0.028 -0.2022
H -2.4330 -4.1333 -1.3670 0.041 -0.090 -0.051 0.2298
H -4.1532 -4.2609 -0.9303 -0.013 -0.116 -0.062 0.2142
H -3.6489 -3.2214 -2.2941 -0.001 -0.086 -0.090 0.2173
H -5.0624 -1.3207 -1.2967 -0.118 0.007 0.055 0.2264
H -5.5093 -2.3110 0.1194 -0.056 0.095 -0.064 0.2126
H -6.0564 -0.0318 0.6328 0.141 0.057 0.020 0.2470
H -4.6176 -0.4108 1.5886 -0.057 -0.010 0.030 0.2123
H -3.3757 2.9792 -1.0218 0.108 0.006 0.176 0.2509
H -2.4536 3.3506 0.4589 -0.002 0.004 -0.007 0.1845
H -0.9145 3.2078 -1.4735 -0.007 0.022 -0.065 0.2139
H -1.5136 1.5880 -1.8522 -0.031 0.010 -0.079 0.2042
H -0.0682 2.4090 0.7145 0.076 0.056 0.078 0.2043
H 0.6002 1.4166 -0.5792 0.055 0.033 0.069 0.2193
H -1.1525 -0.2983 -0.1886 -0.036 0.053 0.018 0.2150
H 0.2590 0.5438 2.3926 -0.090 -0.105 0.012 0.2328
H -0.4967 -1.0451 2.0921 0.018 0.060 0.066 0.1978
H 1.1949 -1.3460 0.3365 0.166 0.083 0.007 0.3992
H 3.5090 -2.3936 1.4341 -0.044 -0.054 0.076 0.2135
H 5.4424 -3.3067 0.2012 0.035 -0.080 0.025 0.2180
H 6.5716 -1.9284 -1.5087 0.071 -0.028 -0.052 0.2196
H 5.7517 0.3495 -1.9960 0.022 0.072 -0.068 0.2300
H -2.7015 -0.0787 1.6981 -0.046 0.071 0.073 0.2115
H -2.0786 1.5461 2.0569 0.001 -0.072 0.051 0.1930
```
Positions in Å, forces in eV/Å.

The calculation puts the LUMO energy at 0.3888 eV. The structure (SMILES) is CSCCC(=O)N1CCC[C@@H](CNC(=O)c2ccccc2Cl)C1. The relative energy (zero: lowest compared OMol25 entry of this formula, charge and spin) is 2.6 kcal/mol. Its total charge is 0. The HOMO energy is -8.82 eV.

***

Question: total charge of number 1 (C25H43CuF2N3O5S2)?
Answer: +2

***

Question: Among the records above, which one has the highest total charge?
Answer: C25H43CuF2N3O5S2